# C19H56N6O9

A cluster of 9 separate species, C19H56N6O9 in total in a non-equilibrium geometry (ωB97M-V with the def2-TZVPD basis set, the OMol25 dataset).

- Energy above the lowest of the compared OMol25 structures with the same formula, charge and spin: 809.0 kJ/mol
- SMILES: NC(N)=O.NC(N)=O.NC(N)=O.CC(C)O.CC(C)O.CC(C)O.CC(C)O.CC(C)O.CO

ORCA input file:
```
! wB97M-V def2-TZVPD RIJCOSX def2/J DEFGRID3
* xyz 0 1
C -22.014 -1.246 -17.227
O -22.116 0.096 -17.623
H -22.669 -1.428 -16.384
H -20.952 -1.250 -16.929
H -22.091 -1.889 -18.109
H -22.017 0.645 -16.810
C -19.641 1.669 -16.702
O -18.891 0.593 -17.010
N -20.596 1.615 -15.825
N -19.781 2.717 -17.446
H -20.688 0.767 -15.271
H -21.210 2.448 -15.665
H -19.284 2.586 -18.374
H -20.672 3.207 -17.542
C -19.307 -0.761 -20.531
O -20.082 -0.888 -21.689
N -19.772 -0.417 -19.330
N -17.994 -0.923 -20.431
H -20.722 -0.274 -19.129
H -19.277 -0.325 -18.445
H -17.622 -1.447 -21.231
H -17.329 -0.756 -19.649
C -17.809 -2.281 -14.243
O -16.858 -1.402 -13.681
N -18.621 -1.935 -15.182
N -18.037 -3.487 -13.889
H -18.713 -0.873 -15.348
H -18.687 -2.522 -16.032
H -17.335 -3.907 -13.277
H -18.713 -4.142 -14.286
C -25.483 -1.071 -13.408
C -24.452 -2.104 -13.189
C -25.037 -3.467 -12.829
O -23.691 -2.145 -14.186
H -25.166 -0.138 -13.652
H -25.857 -0.940 -12.450
H -26.329 -1.317 -14.162
H -23.799 -1.905 -12.400
H -24.233 -4.158 -12.606
H -25.662 -3.941 -13.509
H -25.643 -3.434 -11.983
H -22.869 -1.756 -14.026
C -23.671 2.110 -15.726
C -23.639 3.417 -14.913
C -24.178 3.137 -13.543
O -22.487 3.894 -14.846
H -23.055 1.301 -15.300
H -23.245 2.246 -16.713
H -24.655 1.694 -15.928
H -24.235 4.196 -15.287
H -23.460 2.548 -12.979
H -25.178 2.692 -13.642
H -24.348 4.038 -12.916
H -22.446 4.681 -14.274
C -20.761 -4.102 -19.156
C -19.330 -4.089 -18.646
C -18.355 -4.128 -19.806
O -19.149 -2.975 -18.089
H -21.049 -3.159 -19.721
H -21.447 -4.401 -18.431
H -20.815 -4.803 -19.948
H -19.184 -4.928 -17.992
H -18.706 -3.521 -20.689
H -18.219 -5.137 -20.240
H -17.400 -3.667 -19.530
H -19.325 -2.230 -18.676
C -19.621 -0.012 -12.496
C -20.864 -0.631 -13.187
C -22.012 0.325 -12.991
O -20.780 -0.798 -14.405
H -18.970 -0.787 -12.188
H -19.948 0.533 -11.612
H -19.002 0.539 -13.181
H -21.058 -1.605 -12.724
H -21.710 1.350 -12.961
H -22.429 0.099 -11.923
H -22.850 0.172 -13.657
H -20.180 -1.557 -14.533
C -21.109 -6.057 -13.510
C -20.753 -5.467 -14.856
C -21.202 -4.037 -15.024
O -19.536 -5.403 -15.177
H -21.231 -7.162 -13.581
H -21.994 -5.534 -13.125
H -20.339 -5.888 -12.759
H -21.212 -6.057 -15.637
H -22.217 -3.908 -14.669
H -21.134 -3.744 -16.122
H -20.596 -3.403 -14.393
H -19.475 -5.579 -16.084
*
```

---

# C19H58N10O10

A cluster of 10 separate species, C19H58N10O10 in total in a non-equilibrium geometry (ωB97M-V with the def2-TZVPD basis set, the OMol25 dataset).

- SMILES: NC(N)=O.NC(N)=O.NC(N)=O.NC(N)=O.NC(N)=O.CC(C)O.CC(C)O.CC(C)O.CC(C)O.CCO

ORCA input file:
```
! wB97M-V def2-TZVPD RIJCOSX def2/J DEFGRID3
* xyz 0 1
C -2.489 -3.960 -0.604
C -2.251 -4.547 0.802
O -3.109 -3.853 1.698
H -2.174 -2.919 -0.629
H -3.573 -4.020 -0.755
H -1.956 -4.463 -1.406
H -1.192 -4.416 1.056
H -2.531 -5.609 0.875
H -3.055 -2.906 1.503
C -0.634 -1.896 4.244
O -1.045 -0.740 4.163
N -0.185 -2.692 3.165
N -0.617 -2.548 5.531
H 0.092 -3.624 3.401
H -0.122 -2.387 2.194
H -0.727 -3.550 5.518
H -1.002 -2.056 6.300
C 2.921 -4.123 0.862
O 3.857 -4.929 0.932
N 1.777 -4.321 0.024
N 3.030 -2.877 1.657
H 1.760 -4.951 -0.754
H 1.123 -3.546 -0.018
H 2.236 -2.247 1.543
H 3.450 -2.982 2.559
C 1.412 4.124 -0.507
O 0.769 3.116 -0.191
N 2.219 4.861 0.522
N 1.224 4.777 -1.745
H 2.051 4.561 1.464
H 2.141 5.885 0.452
H 0.500 4.504 -2.392
H 1.809 5.560 -1.914
C 0.317 -0.517 0.117
O 0.264 -1.718 0.383
N -0.927 0.196 0.037
N 1.600 0.104 -0.183
H -0.819 1.202 0.105
H -1.759 -0.311 0.407
H 2.303 -0.182 0.469
H 1.621 1.114 -0.362
C -3.893 0.038 1.887
O -3.533 -0.834 1.043
N -5.221 0.632 1.768
N -3.075 0.406 2.903
H -5.588 1.032 2.628
H -5.889 0.468 1.027
H -3.376 1.244 3.369
H -2.253 -0.060 3.304
C -2.638 2.883 -1.048
C -2.290 3.639 -2.342
C -2.335 5.105 -2.264
O -0.945 3.300 -2.690
H -3.661 3.147 -0.744
H -1.983 3.145 -0.214
H -2.665 1.789 -1.233
H -3.039 3.240 -3.027
H -1.549 5.482 -1.597
H -3.320 5.464 -1.955
H -2.127 5.489 -3.269
H -0.880 2.383 -2.943
C -5.484 0.796 -2.248
C -5.408 -0.734 -2.131
C -5.783 -1.360 -3.450
O -4.096 -0.986 -1.781
H -6.462 1.215 -2.497
H -4.699 1.101 -2.937
H -5.176 1.172 -1.271
H -6.171 -1.135 -1.473
H -6.828 -1.119 -3.710
H -5.802 -2.450 -3.389
H -5.196 -1.075 -4.333
H -4.045 -0.949 -0.813
C 4.477 2.625 2.836
C 3.926 1.840 1.697
C 4.808 1.878 0.452
O 3.637 0.444 1.909
H 5.472 2.302 3.201
H 3.756 2.594 3.671
H 4.608 3.671 2.515
H 2.920 2.234 1.516
H 4.389 1.193 -0.298
H 5.805 1.543 0.723
H 4.931 2.898 0.059
H 4.483 -0.052 1.899
C 4.292 -1.577 -1.419
C 5.303 -1.044 -2.435
C 6.667 -1.520 -1.989
O 5.071 -1.528 -3.736
H 4.153 -2.657 -1.443
H 3.312 -1.137 -1.618
H 4.583 -1.262 -0.424
H 5.219 0.057 -2.425
H 7.393 -1.151 -2.707
H 6.722 -2.600 -2.008
H 6.938 -1.138 -1.005
H 4.237 -1.198 -4.059
*
```

---

# C19H60F6O11P

A cluster of 12 separate species, C19H60F6O11P in total in a non-equilibrium geometry (ωB97M-V with the def2-TZVPD basis set, the OMol25 dataset).

- Energy above the lowest of the compared OMol25 structures with the same formula, charge and spin: 292.6 kJ/mol

ORCA input file:
```
! wB97M-V def2-TZVPD RIJCOSX def2/J DEFGRID3
* xyz -1 1
P 0.340 0.490 0.015
F 1.213 -0.183 -1.178
F 0.696 1.914 -0.667
F -1.021 0.401 -0.898
F -0.539 1.189 1.157
F 0.022 -1.007 0.553
F 1.643 0.516 0.981
C 3.733 -1.754 -0.509
O 2.739 -2.680 -0.037
H 3.832 -0.889 0.146
H 4.672 -2.296 -0.597
H 3.380 -1.424 -1.487
H 2.000 -2.152 0.291
C -2.210 3.810 -0.105
C -2.350 3.891 1.407
O -2.279 5.258 1.763
H -3.083 4.321 -0.525
H -2.385 2.809 -0.507
H -1.214 4.160 -0.357
H -1.516 3.285 1.778
H -3.238 3.393 1.809
H -1.986 5.382 2.669
C -1.063 -4.963 2.716
C -0.183 -4.671 1.492
O -0.199 -5.674 0.505
H -0.666 -5.843 3.220
H -2.097 -5.044 2.387
H -0.898 -4.088 3.345
H 0.807 -4.474 1.925
H -0.478 -3.730 1.011
H 0.400 -5.421 -0.202
C 1.901 -2.581 4.688
C 1.209 -1.548 3.834
O 2.155 -0.538 3.514
H 2.871 -2.914 4.304
H 1.405 -3.533 4.891
H 2.219 -2.170 5.652
H 0.262 -1.132 4.198
H 0.855 -2.009 2.900
H 1.808 -0.070 2.743
C 4.112 3.189 -1.312
C 4.286 1.730 -1.020
O 5.210 1.190 -1.997
H 5.032 3.729 -1.077
H 3.335 3.575 -0.649
H 3.866 3.389 -2.353
H 3.352 1.166 -1.034
H 4.757 1.461 -0.068
H 5.831 0.614 -1.550
C -2.265 -2.125 -3.305
C -1.397 -2.899 -2.323
O -0.100 -3.103 -2.894
H -2.548 -2.727 -4.174
H -1.681 -1.323 -3.763
H -3.183 -1.677 -2.930
H -1.744 -3.917 -2.118
H -1.210 -2.300 -1.426
H 0.390 -3.655 -2.279
C 1.273 4.265 1.675
C 2.680 4.668 2.108
O 2.700 5.924 2.782
H 0.844 4.997 0.991
H 0.611 4.204 2.544
H 1.259 3.252 1.272
H 3.224 4.792 1.166
H 3.167 3.900 2.708
H 2.892 6.591 2.120
C -4.209 0.493 -0.919
C -5.605 1.150 -0.994
O -6.413 0.695 0.067
H -3.622 0.769 -1.796
H -4.176 -0.594 -0.830
H -3.775 0.892 -0.001
H -6.075 0.862 -1.942
H -5.488 2.231 -0.959
H -6.742 -0.190 -0.087
C -3.199 -1.761 3.683
C -2.847 -0.730 2.631
O -2.222 0.418 3.215
H -3.614 -2.695 3.294
H -3.920 -1.466 4.444
H -2.238 -2.085 4.086
H -3.657 -0.396 1.975
H -2.049 -1.080 1.965
H -1.660 0.814 2.538
C 1.639 -0.771 -6.577
C 0.796 -1.237 -5.424
O 1.465 -1.143 -4.171
H 1.999 0.252 -6.432
H 0.966 -0.616 -7.425
H 2.505 -1.384 -6.816
H 0.468 -2.274 -5.550
H -0.120 -0.637 -5.366
H 0.973 -1.704 -3.545
O 1.143 2.007 -3.294
H 1.037 2.197 -2.341
H 1.188 1.043 -3.349
*
```

---

We obtain E_tot values of -47972.488, -56023.888, -68798.712 eV for the records listed above, in that order.
We obtain Kohn-Sham gap values of 9.06, 9.72, 9.96 eV for the records listed above, in that order.